Entry 1:
103
Properties=species:S:1:pos:R:3 method="wB97M-V/def2-TZVPD" spin_multiplicity=2 max_force_ev_per_a=0.89 energy_ha=-7673.7925 de_lowest_kcal_mol=3.3 homo_lumo_gap_ev="8.18 / 5.71" e_homo_ev="-7.783 / -7.734"
Cu -1.113 -0.376 -0.543
C 0.179 -4.746 -0.808
C -1.165 -4.181 -0.355
C -1.198 -3.957 1.162
P -1.552 -2.567 -1.175
C -1.521 -2.896 -3.002
C -0.099 -2.642 -3.513
C -2.503 -1.971 -3.728
C -3.345 -2.438 -0.767
C -4.248 -3.465 -0.989
C -5.590 -3.375 -0.619
C -6.548 -4.506 -0.868
C -6.030 -2.197 0.005
C -5.172 -1.150 0.227
C -3.808 -1.239 -0.156
N -2.934 -0.224 0.050
C -3.325 0.949 0.756
C -3.951 1.997 0.086
C -4.376 1.840 -1.352
C -4.197 3.173 0.785
C -3.863 3.319 2.123
C -4.163 4.603 2.859
C -3.273 2.240 2.775
C -2.990 1.053 2.114
C -2.352 -0.110 2.834
H 0.416 -5.645 -0.233
H 0.989 -4.029 -0.647
H 0.173 -5.017 -1.865
H -1.952 -4.887 -0.623
H -0.407 -3.268 1.468
H -1.046 -4.901 1.693
H -2.153 -3.537 1.487
H -1.799 -3.940 -3.176
H 0.163 -1.588 -3.385
H -0.035 -2.877 -4.578
H 0.651 -3.239 -2.990
H -2.285 -0.924 -3.498
H -3.540 -2.168 -3.456
H -2.402 -2.096 -4.809
H -3.905 -4.370 -1.482
H -6.073 -5.311 -1.427
H -7.417 -4.163 -1.433
H -6.914 -4.917 0.075
H -7.068 -2.111 0.311
H -5.517 -0.238 0.703
H -5.249 1.184 -1.424
H -3.592 1.397 -1.967
H -4.639 2.804 -1.785
H -4.654 4.003 0.256
H -4.122 5.459 2.183
H -3.452 4.770 3.670
H -5.164 4.574 3.297
H -3.015 2.328 3.827
H -2.025 0.181 3.832
H -1.491 -0.494 2.280
H -3.060 -0.939 2.937
Cl -1.528 2.089 -4.085
Ge -0.604 1.439 -2.177
Cl -0.694 3.359 -0.998
Cl 1.541 1.539 -2.799
C 3.423 4.762 2.377
C 3.785 3.724 1.299
C 2.628 3.683 0.293
C 5.054 4.216 0.589
C 4.048 2.325 1.944
O 4.900 2.462 3.099
C 4.763 1.306 1.032
C 4.269 0.999 -0.392
C 4.990 -0.210 -0.951
C 6.374 -0.199 -1.116
C 7.052 -1.302 -1.615
C 6.336 -2.436 -1.963
Cl 7.176 -3.826 -2.591
C 4.960 -2.472 -1.824
C 4.299 -1.360 -1.319
C 2.770 1.743 2.603
N 2.015 0.765 1.829
C 0.899 0.955 1.121
N 0.549 -0.182 0.539
C 1.494 -1.062 0.974
N 2.399 -0.531 1.759
H 3.418 5.758 1.926
H 4.132 4.760 3.203
H 2.423 4.592 2.788
H 2.564 4.646 -0.220
H 1.667 3.538 0.793
H 2.731 2.914 -0.476
H 4.866 5.200 0.153
H 5.364 3.552 -0.221
H 5.894 4.330 1.284
H 5.751 2.806 2.807
H 4.797 0.371 1.591
H 5.799 1.651 0.962
H 4.450 1.848 -1.055
H 3.196 0.814 -0.425
H 6.941 0.690 -0.857
H 8.128 -1.284 -1.738
H 4.411 -3.358 -2.117
H 3.219 -1.382 -1.230
H 2.074 2.535 2.869
H 3.098 1.253 3.514
H 0.390 1.904 0.997
H 1.511 -2.101 0.682

Entry 2:
108
Properties=species:S:1:pos:R:3 method="wB97M-V/def2-TZVPD" max_force_ev_per_a=3.78 energy_ha=-4691.5625 de_lowest_kcal_mol=96.8 homo_lumo_gap_ev=2.73 e_homo_ev=0.244 charge=-2
Cs 0.199 0.701 0.385
C 0.414 1.652 3.478
O 1.045 0.559 2.850
C 2.005 -0.112 3.556
C 2.139 -0.059 4.934
C 3.147 -0.760 5.584
C 4.035 -1.526 4.848
C 3.916 -1.596 3.477
C 2.901 -0.908 2.787
N 2.722 -0.937 1.428
N 3.609 -1.645 0.780
C 3.589 -1.715 -0.560
C 2.721 -0.970 -1.446
O 1.917 -0.072 -1.051
C 2.795 -1.283 -2.844
C 3.688 -2.165 -3.370
C 4.620 -2.826 -2.537
C 5.587 -3.696 -3.067
C 6.485 -4.340 -2.258
C 6.431 -4.137 -0.876
C 5.494 -3.289 -0.335
C 4.565 -2.604 -1.134
H 1.138 2.305 3.972
H -0.339 1.338 4.209
H -0.091 2.222 2.699
H 1.449 0.522 5.529
H 3.236 -0.689 6.660
H 4.826 -2.064 5.357
H 4.605 -2.191 2.896
H 2.094 -0.757 -3.483
H 3.707 -2.366 -4.437
H 5.613 -3.839 -4.141
H 7.235 -4.999 -2.683
H 7.142 -4.648 -0.235
H 5.450 -3.129 0.731
O -0.404 4.087 8.019
C -0.414 4.248 6.819
S -1.733 3.756 5.775
C -1.130 4.441 4.221
C 0.108 5.012 4.279
S 0.996 5.695 3.026
S 0.877 5.001 5.916
S -2.157 4.311 2.887
C -2.410 3.939 -1.206
P -0.599 3.750 -0.914
C -0.310 5.371 -0.121
C 0.034 4.146 -2.610
C 1.543 3.958 -2.609
P 1.861 2.249 -1.860
C 2.601 2.805 -0.270
C 3.468 1.957 -2.731
H -2.647 4.877 -1.710
H -2.889 3.922 -0.228
H -2.776 3.101 -1.796
H -0.701 6.183 -0.739
H 0.754 5.515 0.057
H -0.811 5.365 0.848
H -0.262 5.159 -2.913
H -0.419 3.424 -3.298
H 2.028 4.753 -2.038
H 1.933 3.987 -3.633
H 3.362 3.565 -0.464
H 3.058 1.941 0.211
H 1.836 3.218 0.385
H 4.131 2.814 -2.594
H 3.283 1.804 -3.794
H 3.936 1.064 -2.326
O -2.047 0.173 -0.239
P -2.750 -1.098 -0.379
N -4.055 -0.892 -1.454
C -4.101 0.316 -2.253
C -3.978 -0.175 -3.693
C -4.789 -1.474 -3.661
C -4.639 -1.983 -2.213
N -1.803 -2.354 -0.913
C -1.775 -3.773 -0.627
C -1.276 -4.390 -1.932
C -0.227 -3.372 -2.372
C -0.835 -2.029 -1.965
N -3.396 -1.610 1.079
C -3.819 -0.479 1.925
C -5.043 -0.975 2.690
C -5.641 -1.998 1.732
C -4.385 -2.671 1.186
H -3.297 0.982 -1.946
H -5.065 0.820 -2.109
H -2.932 -0.379 -3.928
H -4.368 0.543 -4.414
H -4.437 -2.204 -4.391
H -5.841 -1.258 -3.863
H -3.995 -2.866 -2.154
H -5.622 -2.247 -1.799
H -2.754 -4.150 -0.333
H -1.062 -3.993 0.179
H -2.088 -4.438 -2.664
H -0.866 -5.390 -1.795
H -0.011 -3.417 -3.440
H 0.704 -3.535 -1.828
H -1.353 -1.556 -2.809
H -0.074 -1.334 -1.606
H -4.074 0.383 1.302
H -3.006 -0.177 2.584
H -5.725 -0.163 2.931
H -4.735 -1.464 3.615
H -6.172 -1.488 0.926
H -6.316 -2.702 2.217
H -4.557 -3.152 0.223
H -4.028 -3.426 1.901

Entry 3:
106
Properties=species:S:1:pos:R:3 method="wB97M-V/def2-TZVPD" spin_multiplicity=2 max_force_ev_per_a=0.52 energy_ha=-6069.1714 de_lowest_kcal_mol=0.5 homo_lumo_gap_ev="7.65 / 8.17" e_homo_ev="-6.980 / -7.506"
Ti 0.227 -0.342 -0.390
C 4.157 -2.592 -1.467
C 3.514 -1.217 -1.313
C 4.070 -0.531 -0.073
C 3.760 -0.366 -2.554
O 2.105 -1.350 -1.133
Ge 0.979 -2.643 -1.972
O -0.038 -2.433 -0.351
C -0.407 -3.535 0.493
C 0.869 -4.199 1.000
C -1.247 -3.007 1.659
C -1.228 -4.518 -0.339
O -0.080 -1.145 -2.410
C -0.537 -0.696 -3.692
C -0.062 0.731 -3.917
C -2.059 -0.746 -3.672
C 0.011 -1.606 -4.787
H 5.243 -2.494 -1.523
H 3.910 -3.222 -0.609
H 3.816 -3.095 -2.374
H 5.143 -0.356 -0.176
H 3.573 0.426 0.085
H 3.897 -1.155 0.807
H 4.825 -0.164 -2.694
H 3.384 -0.876 -3.445
H 3.225 0.576 -2.445
H 1.498 -3.442 1.469
H 0.638 -4.979 1.730
H 1.424 -4.656 0.176
H -0.634 -2.785 2.531
H -1.749 -2.083 1.369
H -2.015 -3.729 1.941
H -0.653 -4.890 -1.189
H -1.526 -5.373 0.271
H -2.130 -4.029 -0.714
H -0.447 1.386 -3.137
H 1.029 0.775 -3.882
H -0.403 1.094 -4.889
H -2.431 -0.126 -2.856
H -2.473 -0.382 -4.616
H -2.403 -1.771 -3.512
H 1.104 -1.589 -4.794
H -0.319 -2.637 -4.645
H -0.340 -1.268 -5.764
C 3.279 3.312 -2.809
N 3.501 3.181 -1.381
C 4.623 3.639 -0.717
C 4.383 3.462 0.597
N 3.129 2.905 0.745
B 2.462 2.626 2.141
N 2.990 1.245 2.681
C 4.221 1.123 3.296
C 4.377 -0.153 3.696
N 3.228 -0.820 3.324
C 2.980 -2.225 3.581
C 2.385 0.047 2.699
S 0.829 -0.416 2.141
C 2.594 2.724 -0.477
S 1.034 2.152 -0.880
H 4.172 2.998 -3.347
H 3.041 4.345 -3.066
H 2.436 2.683 -3.082
H 5.467 4.054 -1.238
H 4.991 3.707 1.450
H 1.273 2.605 2.038
H 2.885 3.475 2.903
H 4.870 1.972 3.415
H 5.180 -0.645 4.215
H 3.283 -2.464 4.600
H 3.536 -2.850 2.882
H 1.917 -2.414 3.462
N -1.417 0.503 -0.340
P -2.694 0.865 0.465
C -3.416 2.446 -0.049
C -4.236 3.201 0.785
C -4.795 4.387 0.324
C -4.528 4.823 -0.965
C -3.699 4.080 -1.794
C -3.142 2.894 -1.336
C -2.445 1.030 2.244
C -1.577 2.043 2.651
C -1.246 2.177 3.988
C -1.773 1.295 4.923
C -2.623 0.276 4.522
C -2.960 0.140 3.180
C -4.030 -0.343 0.224
C -3.747 -1.494 -0.502
C -4.749 -2.427 -0.745
C -6.030 -2.214 -0.260
C -6.316 -1.066 0.469
C -5.319 -0.131 0.706
H -4.423 2.876 1.802
H -5.427 4.975 0.977
H -4.959 5.749 -1.321
H -3.479 4.429 -2.795
H -2.476 2.314 -1.964
H -1.130 2.699 1.912
H -0.555 2.952 4.293
H -1.509 1.396 5.969
H -3.022 -0.418 5.250
H -3.615 -0.663 2.867
H -2.742 -1.637 -0.881
H -4.529 -3.319 -1.318
H -6.810 -2.940 -0.451
H -7.317 -0.897 0.846
H -5.550 0.770 1.262

Entry 4:
103
Properties=species:S:1:pos:R:3 method="wB97M-V/def2-TZVPD" spin_multiplicity=5 max_force_ev_per_a=16.12 energy_ha=-3457.8694 de_lowest_kcal_mol=0.0 homo_lumo_gap_ev="4.84 / 5.25" e_homo_ev="-5.299 / -6.414"
Os 0.013 -0.006 -0.024
C -0.974 0.581 -4.711
C -1.227 -0.818 -4.155
C -0.968 -1.901 -5.209
P -1.021 -1.077 -2.324
C 1.326 -1.331 -2.860
C 2.015 -0.461 -3.924
C 1.580 -2.804 -3.181
C -1.486 -2.574 -1.701
C -2.526 -3.205 -2.433
C -3.233 -4.275 -1.924
C -2.944 -4.767 -0.653
C -1.959 -4.170 0.098
C -1.227 -3.077 -0.408
Si 0.235 -2.450 0.140
C -0.411 -2.185 2.898
C -0.637 -3.346 3.619
C -1.297 -3.309 4.845
C -1.741 -2.104 5.338
C -1.485 -0.918 4.638
C -0.778 -0.887 3.433
P -0.650 1.457 2.150
C 0.725 1.845 3.561
C 0.281 2.003 5.020
C 1.195 3.213 3.031
C -1.824 2.439 1.816
C -2.577 3.029 3.022
C -2.801 1.729 0.931
C 1.952 -2.716 0.351
C 2.278 -4.059 0.092
C 3.547 -4.376 -0.373
C 4.465 -3.364 -0.592
C 4.142 -2.033 -0.321
C 2.885 -1.682 0.186
P 2.450 0.157 0.900
C 4.118 0.160 1.741
C 4.403 1.532 2.374
C 4.039 -0.872 2.878
C 2.847 1.664 -0.356
C 4.083 1.543 -1.242
C 1.620 2.142 -1.165
H -1.608 0.741 -5.593
H 0.054 0.760 -5.027
H -1.243 1.339 -3.963
H -2.318 -0.777 -3.957
H 0.047 -1.866 -5.611
H -1.639 -1.737 -6.066
H -1.147 -2.913 -4.834
H 1.885 -1.110 -1.955
H 1.657 -0.667 -4.936
H 3.093 -0.691 -3.944
H 1.923 0.612 -3.728
H 1.126 -3.115 -4.126
H 1.161 -3.445 -2.395
H 2.659 -3.009 -3.249
H -2.834 -2.908 -3.423
H -4.016 -4.735 -2.512
H -3.500 -5.606 -0.255
H -1.775 -4.564 1.088
H -0.338 -4.309 3.216
H -1.488 -4.227 5.389
H -2.288 -2.069 6.272
H -1.873 -0.001 5.066
H 1.612 1.205 3.635
H -0.662 2.539 5.152
H 1.052 2.562 5.574
H 0.246 1.038 5.533
H 0.368 3.933 2.977
H 1.621 3.111 2.025
H 1.970 3.644 3.682
H -1.343 3.273 1.253
H -3.029 2.240 3.635
H -3.379 3.688 2.659
H -1.936 3.670 3.633
H -3.267 0.919 1.433
H -2.365 1.374 0.006
H -3.568 2.470 0.652
H 1.545 -4.847 0.220
H 3.804 -5.406 -0.587
H 5.450 -3.604 -0.975
H 4.896 -1.283 -0.509
H 5.015 -0.055 1.147
H 3.581 1.879 3.005
H 4.643 2.298 1.629
H 5.299 1.467 3.008
H 3.168 -0.676 3.517
H 4.945 -0.826 3.498
H 3.966 -1.900 2.508
H 2.990 2.499 0.345
H 3.964 0.730 -1.966
H 4.982 1.347 -0.648
H 4.253 2.482 -1.789
H 1.273 1.340 -1.974
H 1.816 3.079 -1.702
H 0.664 2.345 -0.382
O 0.576 1.446 -0.936
F -0.908 -0.760 1.582
C -1.999 -0.826 0.673
F -1.846 -0.334 -0.660
C -3.308 -1.398 1.110
F -3.142 -2.348 2.045
F -4.204 -0.520 1.654
F -3.957 -1.967 0.070

Copy entry 1 word for word.
103
Properties=species:S:1:pos:R:3 method="wB97M-V/def2-TZVPD" spin_multiplicity=2 max_force_ev_per_a=0.89 energy_ha=-7673.7925 de_lowest_kcal_mol=3.3 homo_lumo_gap_ev="8.18 / 5.71" e_homo_ev="-7.783 / -7.734"
Cu -1.113 -0.376 -0.543
C 0.179 -4.746 -0.808
C -1.165 -4.181 -0.355
C -1.198 -3.957 1.162
P -1.552 -2.567 -1.175
C -1.521 -2.896 -3.002
C -0.099 -2.642 -3.513
C -2.503 -1.971 -3.728
C -3.345 -2.438 -0.767
C -4.248 -3.465 -0.989
C -5.590 -3.375 -0.619
C -6.548 -4.506 -0.868
C -6.030 -2.197 0.005
C -5.172 -1.150 0.227
C -3.808 -1.239 -0.156
N -2.934 -0.224 0.050
C -3.325 0.949 0.756
C -3.951 1.997 0.086
C -4.376 1.840 -1.352
C -4.197 3.173 0.785
C -3.863 3.319 2.123
C -4.163 4.603 2.859
C -3.273 2.240 2.775
C -2.990 1.053 2.114
C -2.352 -0.110 2.834
H 0.416 -5.645 -0.233
H 0.989 -4.029 -0.647
H 0.173 -5.017 -1.865
H -1.952 -4.887 -0.623
H -0.407 -3.268 1.468
H -1.046 -4.901 1.693
H -2.153 -3.537 1.487
H -1.799 -3.940 -3.176
H 0.163 -1.588 -3.385
H -0.035 -2.877 -4.578
H 0.651 -3.239 -2.990
H -2.285 -0.924 -3.498
H -3.540 -2.168 -3.456
H -2.402 -2.096 -4.809
H -3.905 -4.370 -1.482
H -6.073 -5.311 -1.427
H -7.417 -4.163 -1.433
H -6.914 -4.917 0.075
H -7.068 -2.111 0.311
H -5.517 -0.238 0.703
H -5.249 1.184 -1.424
H -3.592 1.397 -1.967
H -4.639 2.804 -1.785
H -4.654 4.003 0.256
H -4.122 5.459 2.183
H -3.452 4.770 3.670
H -5.164 4.574 3.297
H -3.015 2.328 3.827
H -2.025 0.181 3.832
H -1.491 -0.494 2.280
H -3.060 -0.939 2.937
Cl -1.528 2.089 -4.085
Ge -0.604 1.439 -2.177
Cl -0.694 3.359 -0.998
Cl 1.541 1.539 -2.799
C 3.423 4.762 2.377
C 3.785 3.724 1.299
C 2.628 3.683 0.293
C 5.054 4.216 0.589
C 4.048 2.325 1.944
O 4.900 2.462 3.099
C 4.763 1.306 1.032
C 4.269 0.999 -0.392
C 4.990 -0.210 -0.951
C 6.374 -0.199 -1.116
C 7.052 -1.302 -1.615
C 6.336 -2.436 -1.963
Cl 7.176 -3.826 -2.591
C 4.960 -2.472 -1.824
C 4.299 -1.360 -1.319
C 2.770 1.743 2.603
N 2.015 0.765 1.829
C 0.899 0.955 1.121
N 0.549 -0.182 0.539
C 1.494 -1.062 0.974
N 2.399 -0.531 1.759
H 3.418 5.758 1.926
H 4.132 4.760 3.203
H 2.423 4.592 2.788
H 2.564 4.646 -0.220
H 1.667 3.538 0.793
H 2.731 2.914 -0.476
H 4.866 5.200 0.153
H 5.364 3.552 -0.221
H 5.894 4.330 1.284
H 5.751 2.806 2.807
H 4.797 0.371 1.591
H 5.799 1.651 0.962
H 4.450 1.848 -1.055
H 3.196 0.814 -0.425
H 6.941 0.690 -0.857
H 8.128 -1.284 -1.738
H 4.411 -3.358 -2.117
H 3.219 -1.382 -1.230
H 2.074 2.535 2.869
H 3.098 1.253 3.514
H 0.390 1.904 0.997
H 1.511 -2.101 0.682